Record 1
{
  "formula": "C26H30BrIIrN4O4PTe",
  "method": "the ωB97M-V functional and the def2-TZVPD basis",
  "spin_multiplicity": 5,
  "e_lumo_ha": [-0.006, -0.080],
  "species": ["Ir", "Br", "C", "C", "C", "C", "O", "C", "C", "N", "C", "C", "C", "C", "C", "C", "C", "C", "N", "C", "C", "H", "H", "H", "H", "H", "H", "H", "H", "H", "H", "I", "C", "H", "H", "C", "C", "O", "P", "O", "Te", "O", "C", "C", "H", "H", "H", "H", "H", "H", "H", "H", "H", "H", "C", "C", "C", "C", "N", "N", "C", "H", "H", "H", "H", "H", "H", "H", "H"],
  "xyz": [[-0.029, 0.033, -1.202], [3.090, 6.342, 1.289], [2.404, 4.852, 0.326], [2.727, 4.698, -1.023], [2.234, 3.609, -1.700], [1.407, 2.638, -1.093], [0.998, 1.657, -1.849], [1.069, 2.824, 0.288], [0.253, 1.952, 1.060], [-0.292, 0.814, 0.660], [-0.965, -0.044, 1.496], [-1.291, 0.207, 2.852], [-1.993, -0.736, 3.590], [-2.390, -1.939, 3.035], [-2.084, -2.235, 1.687], [-2.489, -3.421, 1.047], [-2.155, -3.631, -0.277], [-1.438, -2.666, -0.963], [-1.065, -1.514, -0.396], [-1.363, -1.288, 0.914], [1.602, 3.946, 0.964], [3.354, 5.422, -1.525], [2.478, 3.455, -2.744], [0.110, 2.254, 2.092], [-1.031, 1.150, 3.310], [-2.239, -0.511, 4.620], [-2.958, -2.658, 3.612], [-3.068, -4.150, 1.601], [-2.452, -4.536, -0.788], [-1.155, -2.820, -1.995], [1.367, 4.077, 2.012], [1.297, -1.840, -3.460], [-0.321, -0.445, -3.210], [-1.234, -0.955, -3.508], [-0.106, 0.376, -3.890], [2.243, -5.182, 1.471], [1.509, -4.039, 2.146], [1.272, -2.978, 1.199], [2.123, -1.634, 1.216], [1.865, -0.894, -0.039], [1.691, -0.482, 3.292], [3.627, -2.195, 1.305], [4.730, -1.301, 1.570], [5.089, -0.450, 0.365], [2.490, -5.954, 2.199], [3.161, -4.808, 1.020], [1.623, -5.617, 0.687], [2.073, -3.659, 3.001], [0.530, -4.360, 2.502], [5.555, -1.951, 1.856], [4.486, -0.662, 2.428], [5.298, -1.090, -0.492], [5.969, 0.156, 0.580], [4.260, 0.205, 0.101], [-3.384, 4.131, -3.715], [-3.236, 2.931, -2.844], [-4.185, 2.184, -2.185], [-3.479, 1.173, -1.498], [-2.180, 1.302, -1.734], [-2.053, 2.364, -2.543], [-4.060, 0.103, -0.637], [-4.434, 4.407, -3.776], [-3.021, 3.934, -4.725], [-2.828, 4.979, -3.312], [-5.251, 2.341, -2.185], [-1.129, 2.638, -2.839], [-5.144, 0.193, -0.621], [-3.690, 0.182, 0.385], [-3.796, -0.886, -1.013]]
}

=====

Record 2
{
  "formula": "C26H30CeN9S2",
  "method": "the ωB97M-V functional and the def2-TZVPD basis",
  "e_above_lowest_ev": 0.735,
  "spin_multiplicity": 2,
  "total_charge": 2,
  "e_lumo_ha": [-0.216, -0.216],
  "species": ["Ce", "C", "N", "C", "C", "C", "C", "C", "C", "N", "C", "C", "C", "C", "C", "C", "N", "C", "C", "C", "C", "C", "N", "H", "H", "H", "H", "H", "H", "H", "H", "H", "H", "H", "H", "H", "H", "H", "H", "H", "H", "C", "S", "C", "S", "N", "N", "C", "C", "C", "C", "C", "C", "N", "H", "H", "H", "H", "H", "H", "H", "H", "N", "N", "H", "H", "H", "H"],
  "xyz": [[-0.033, -0.633, -0.674], [-2.453, 0.327, 2.046], [-1.060, 0.640, 1.798], [-0.858, 2.066, 1.672], [0.565, 2.405, 1.358], [1.218, 3.420, 2.032], [2.492, 3.795, 1.636], [3.193, 2.991, 0.766], [2.512, 1.936, 0.238], [1.243, 1.634, 0.505], [-0.190, 0.188, 2.946], [0.293, -1.255, 2.828], [0.282, -1.977, 3.980], [0.832, -3.246, 3.966], [1.357, -3.676, 2.778], [1.379, -2.861, 1.664], [0.818, -1.637, 1.634], [-2.731, -1.138, 1.755], [-3.658, -1.810, 2.555], [-3.917, -3.118, 2.360], [-3.188, -3.784, 1.383], [-2.335, -3.029, 0.592], [-2.077, -1.699, 0.732], [-3.122, 0.916, 1.394], [-2.747, 0.607, 3.088], [-1.142, 2.650, 2.518], [-1.480, 2.431, 0.806], [0.672, 3.966, 2.828], [2.900, 4.627, 2.172], [4.230, 3.205, 0.529], [3.042, 1.266, -0.453], [-0.720, 0.362, 3.890], [0.733, 0.816, 2.899], [-0.089, -1.422, 4.834], [0.864, -3.936, 4.784], [1.767, -4.685, 2.664], [1.749, -3.201, 0.704], [-4.114, -1.221, 3.381], [-4.631, -3.666, 2.897], [-3.335, -4.830, 1.288], [-1.739, -3.599, -0.117], [5.167, -0.815, -4.342], [4.310, -2.078, -3.395], [2.913, -1.223, -2.794], [1.887, -2.210, -1.822], [2.649, -0.013, -3.090], [1.396, 0.440, -2.582], [1.068, 1.576, -3.030], [-0.194, 2.210, -2.573], [-0.532, 3.458, -3.006], [-1.709, 4.022, -2.520], [-2.584, 3.325, -1.671], [-2.160, 2.053, -1.352], [-1.011, 1.489, -1.777], [5.891, -1.348, -4.990], [5.738, -0.139, -3.724], [4.466, -0.294, -4.977], [1.640, 2.099, -3.862], [0.177, 4.007, -3.652], [-2.027, 5.007, -2.904], [-3.544, 3.710, -1.357], [-2.857, 1.432, -0.728], [-1.475, -1.794, -2.679], [-0.771, -1.225, -3.812], [-1.540, -2.855, -2.768], [-2.424, -1.460, -2.743], [-1.165, -1.570, -4.690], [0.168, -1.632, -3.814]]
}

=====

Record 3
{
  "formula": "C26H30IN2O2S3SbTi",
  "method": "the ωB97M-V functional and the def2-TZVPD basis",
  "e_above_lowest_ev": 1.774,
  "spin_multiplicity": 2,
  "total_charge": -1,
  "e_lumo_ha": [0.075, 0.066],
  "species": ["Ti", "C", "C", "C", "C", "C", "C", "C", "C", "C", "C", "C", "C", "H", "H", "H", "H", "H", "H", "H", "H", "H", "H", "H", "H", "H", "H", "H", "H", "H", "H", "C", "C", "N", "C", "C", "C", "O", "C", "C", "N", "C", "C", "C", "C", "C", "C", "I", "C", "O", "H", "H", "H", "H", "H", "H", "H", "H", "H", "H", "H", "H", "S", "Sb", "S", "S"],
  "xyz": [[-0.962, 0.014, 1.282], [1.773, -0.817, -2.169], [2.307, -0.359, -0.833], [2.460, 1.022, -0.635], [1.970, 1.936, -1.728], [2.993, 1.501, 0.565], [3.172, 2.973, 0.847], [3.379, 0.591, 1.559], [3.913, 1.089, 2.880], [3.265, -0.782, 1.342], [3.746, -1.740, 2.403], [2.705, -1.265, 0.154], [2.576, -2.752, -0.039], [0.838, -0.315, -2.421], [1.583, -1.884, -2.218], [2.481, -0.577, -2.969], [0.879, 1.893, -1.799], [2.368, 1.643, -2.701], [2.233, 2.975, -1.566], [4.209, 3.194, 1.111], [2.548, 3.284, 1.688], [2.905, 3.609, 0.012], [3.555, 2.091, 3.109], [5.007, 1.117, 2.888], [3.592, 0.446, 3.699], [2.965, -1.917, 3.149], [4.614, -1.347, 2.929], [4.033, -2.702, 1.986], [3.517, -3.199, -0.373], [1.819, -3.014, -0.768], [2.297, -3.241, 0.891], [-0.487, -4.357, -0.274], [-0.881, -3.259, -1.216], [-0.930, -3.553, -2.519], [-1.341, -2.590, -3.352], [-1.794, -1.341, -2.973], [-2.300, -0.397, -4.022], [-3.715, -0.209, -3.986], [-1.795, -1.021, -1.586], [-2.438, 0.149, -1.093], [-2.657, 0.366, 0.215], [-3.520, 1.368, 0.676], [-3.855, 2.514, -0.047], [-4.642, 3.497, 0.526], [-5.101, 3.359, 1.829], [-4.782, 2.221, 2.560], [-4.011, 1.234, 1.978], [-3.549, -0.497, 3.019], [-1.215, -1.994, -0.741], [-0.993, -1.681, 0.556], [0.288, -4.972, -0.729], [-1.353, -4.995, -0.087], [-0.140, -3.971, 0.683], [-1.324, -2.838, -4.410], [-1.994, -0.765, -5.009], [-1.874, 0.603, -3.894], [-4.108, -1.067, -3.800], [-2.945, 0.780, -1.819], [-3.466, 2.648, -1.048], [-4.875, 4.387, -0.042], [-5.686, 4.142, 2.287], [-5.111, 2.112, 3.584], [-1.851, 2.660, 4.618], [0.068, 2.140, 3.527], [-0.419, 2.222, 1.039], [0.056, -0.361, 3.273]]
}

=====

| no. | F_max (eV/Å) |
| --- | --- |
| 1 | 1.1 |
| 2 | 2.5 |
| 3 | 1.3 |